Here is a 6-piece molecular cluster, C20H46B3N5O12S overall at a distorted geometry from the OMol25 dataset. Energies are from the ωB97M-V functional and the def2-TZVPD basis.

Calculated values
* SMILES string: O=CCB1OBOB(CCCS(=O)(=O)O)O1.CN(C)C=O.CN(C)C=O.CN(C)C=O.CN(C)C=O.CN(C)C=O
* DFT total energy: -66377.5407 eV

Each line ends with the Mulliken charge.
Positions of all 87 atoms, in Å:
1 O 2.74 -2.90 1.86  -0.52
2 C 2.25 -2.60 0.80  -0.06
3 C 2.62 -1.37 0.04  0.36
4 B 1.76 -0.17 0.55  0.14
5 O 2.29 0.81 1.38  -0.46
6 B 1.44 1.31 2.35  0.58
7 O 0.07 1.33 2.12  -0.38
8 B -0.35 0.24 1.36  0.21
9 C -1.58 -0.65 1.73  0.02
10 C -2.47 -0.83 0.48  -0.62
11 C -3.89 -1.42 0.66  -0.99
12 S -4.32 -2.33 2.13  1.25
13 O -5.40 -3.20 1.77  -0.67
14 O -4.52 -1.42 3.22  -0.52
15 O -3.05 -3.22 2.46  -0.43
16 O 0.41 -0.07 0.23  -0.24
17 H 1.49 -3.26 0.35  0.43
18 H 2.44 -1.53 -1.03  -0.19
19 H 3.67 -1.17 0.26  0.22
20 H 1.86 1.70 3.39  -0.15
21 H -1.13 -1.61 2.00  0.35
22 H -2.13 -0.26 2.59  -0.01
23 H -2.64 0.16 0.05  0.28
24 H -1.94 -1.39 -0.29  0.29
25 H -4.63 -0.62 0.66  0.42
26 H -4.12 -2.10 -0.16  0.39
27 H -2.48 -3.35 1.69  0.35
28 C -0.63 -1.01 5.86  0.04
29 O -0.64 -1.12 4.65  -0.56
30 N -1.61 -0.46 6.59  0.22
31 C -1.55 -0.36 8.03  -0.87
32 C -2.79 0.06 5.90  -0.72
33 H 0.21 -1.38 6.48  0.25
34 H -2.38 -0.90 8.49  0.31
35 H -1.60 0.68 8.34  0.30
36 H -0.61 -0.79 8.38  0.29
37 H -3.28 -0.73 5.34  0.20
38 H -2.49 0.85 5.20  0.18
39 H -3.47 0.48 6.64  0.38
40 C 2.71 -3.01 -3.62  0.04
41 O 2.05 -2.24 -2.95  -0.68
42 N 3.51 -2.65 -4.62  0.38
43 C 4.26 -3.61 -5.40  -0.99
44 C 3.63 -1.23 -4.94  -1.08
45 H 2.69 -4.10 -3.45  0.30
46 H 5.33 -3.41 -5.32  0.35
47 H 3.97 -3.55 -6.45  0.30
48 H 4.06 -4.61 -5.04  0.31
49 H 3.99 -0.67 -4.08  0.49
50 H 2.65 -0.84 -5.21  0.21
51 H 4.31 -1.11 -5.78  0.37
52 C 1.21 -1.31 -7.95  0.11
53 O 1.83 -2.00 -7.17  -0.57
54 N -0.12 -1.42 -8.18  0.13
55 C -0.81 -0.56 -9.11  -0.91
56 C -0.86 -2.43 -7.45  -0.93
57 H 1.68 -0.51 -8.54  0.27
58 H -1.60 0.01 -8.60  0.34
59 H -1.28 -1.16 -9.91  0.34
60 H -0.11 0.14 -9.57  0.28
61 H -0.77 -2.27 -6.37  0.29
62 H -0.45 -3.42 -7.67  0.28
63 H -1.90 -2.39 -7.74  0.38
64 C -4.85 3.15 7.60  0.13
65 O -4.75 1.93 7.54  -0.62
66 N -5.67 3.87 6.81  0.12
67 C -5.76 5.31 6.92  -0.92
68 C -6.49 3.17 5.84  -0.92
69 H -4.26 3.76 8.30  0.28
70 H -6.77 5.62 7.17  0.34
71 H -5.48 5.78 5.97  0.34
72 H -5.08 5.67 7.69  0.29
73 H -7.14 2.46 6.34  0.29
74 H -5.86 2.62 5.14  0.28
75 H -7.09 3.90 5.29  0.38
76 C 4.69 2.25 -3.43  0.12
77 O 4.47 1.12 -3.04  -0.65
78 N 5.84 2.92 -3.21  0.13
79 C 6.06 4.27 -3.69  -0.92
80 C 6.88 2.26 -2.45  -0.92
81 H 3.95 2.83 -4.01  0.30
82 H 6.91 4.30 -4.36  0.34
83 H 6.24 4.95 -2.86  0.34
84 H 5.17 4.61 -4.23  0.28
85 H 7.20 1.34 -2.95  0.28
86 H 6.52 1.99 -1.46  0.27
87 H 7.74 2.93 -2.35  0.38

Here is a 4-piece molecular cluster, C20H46BBr2N4O8P overall at a distorted geometry from the OMol25 dataset. Energies are from the ωB97M-V functional and the def2-TZVPD basis.

Calculated values
* SMILES string: C#CCO[P@](=O)(OB(O)N(C)C)O/C(Br)=C(\C)Br.COC[C@@H](C)N.COC[C@@H](C)N.COC[C@@H](C)N
* ΔE to the lowest compared entry with this formula, charge and spin: 133.6 kcal/mol

Each line ends with the Mulliken charge.
Positions of all 82 atoms, in Å:
1 C 0.28 -4.72 3.40  -0.20
2 C -0.48 -5.31 2.49  -0.52
3 C -1.55 -5.43 1.26  0.18
4 O -0.97 -5.14 -0.04  -0.27
5 P -0.87 -3.47 -0.35  1.04
6 O -0.66 -2.58 0.89  -0.57
7 O -2.19 -2.82 -1.23  -0.12
8 B -3.43 -2.83 -0.47  0.35
9 O -4.47 -3.76 -0.94  -0.59
10 N -3.76 -1.98 0.71  -0.09
11 C -3.14 -0.60 0.61  -0.79
12 C -5.27 -1.70 0.59  -0.94
13 O 0.52 -3.26 -1.38  -0.41
14 C 0.60 -1.91 -1.87  -0.07
15 Br -0.34 -1.29 -3.54  -0.16
16 C 1.41 -0.93 -1.16  0.45
17 C 2.19 -1.31 0.19  -0.82
18 Br 1.51 0.92 -1.91  -0.06
19 H 0.96 -4.14 4.15  0.33
20 H -1.84 -6.57 1.24  0.25
21 H -2.53 -4.87 1.49  0.19
22 H -4.81 -4.32 -0.20  0.29
23 H -2.94 -0.26 1.71  0.21
24 H -2.17 -0.56 0.00  0.23
25 H -3.89 0.15 0.13  0.37
26 H -5.50 -0.83 1.32  0.35
27 H -5.91 -2.59 0.90  0.29
28 H -5.46 -1.34 -0.49  0.33
29 H 3.29 -0.95 0.09  0.30
30 H 2.20 -2.43 0.44  0.26
31 H 1.70 -0.78 1.10  0.22
32 C 3.44 4.54 1.75  -1.24
33 C 3.57 3.33 0.83  0.53
34 C 5.01 2.76 0.76  -0.55
35 O 5.91 3.52 -0.03  -0.43
36 C 6.45 4.66 0.62  -0.51
37 N 3.07 3.68 -0.51  -0.59
38 H 3.82 5.46 1.30  0.09
39 H 2.38 4.72 1.98  0.33
40 H 3.96 4.38 2.69  0.34
41 H 2.93 2.54 1.24  0.33
42 H 4.96 1.77 0.28  0.15
43 H 5.42 2.59 1.77  0.44
44 H 6.60 4.49 1.69  0.29
45 H 5.79 5.52 0.47  0.11
46 H 7.41 4.89 0.17  0.27
47 H 3.07 2.84 -1.08  0.06
48 H 3.78 4.27 -0.95  0.31
49 C -4.85 -9.54 -2.90  -1.38
50 C -5.35 -9.35 -1.47  0.28
51 C -4.96 -7.98 -0.87  -0.59
52 O -3.60 -7.88 -0.46  -0.36
53 C -2.69 -7.60 -1.51  -0.54
54 N -4.86 -10.46 -0.64  -0.75
55 H -3.78 -9.78 -2.95  0.28
56 H -5.38 -10.38 -3.38  0.35
57 H -5.03 -8.65 -3.51  0.34
58 H -6.44 -9.39 -1.50  0.42
59 H -5.55 -7.84 0.05  0.32
60 H -5.23 -7.15 -1.53  0.35
61 H -3.13 -6.95 -2.28  0.30
62 H -2.34 -8.54 -1.96  0.23
63 H -1.82 -7.10 -1.09  0.15
64 H -5.28 -10.38 0.28  0.28
65 H -3.87 -10.30 -0.47  0.34
66 C 1.92 10.45 -0.88  -1.38
67 C 3.16 10.42 0.01  0.28
68 C 3.71 9.00 0.27  -0.64
69 O 2.96 8.24 1.21  -0.42
70 C 1.79 7.64 0.68  -0.64
71 N 2.87 11.12 1.27  -0.75
72 H 1.01 10.15 -0.35  0.27
73 H 1.75 11.46 -1.26  0.35
74 H 2.04 9.78 -1.74  0.34
75 H 3.94 10.98 -0.52  0.42
76 H 4.71 9.10 0.70  0.35
77 H 3.83 8.44 -0.67  0.41
78 H 1.92 7.32 -0.35  0.31
79 H 0.94 8.32 0.77  0.29
80 H 1.56 6.76 1.29  0.20
81 H 3.72 11.20 1.81  0.28
82 H 2.28 10.50 1.83  0.34

Here is a 5-piece molecular cluster, C20H46Cl2NO5 overall at a distorted geometry from the OMol25 dataset. Energies are from the ωB97M-V functional and the def2-TZVPD basis.

Calculated values
* DFT total energy: -58256.3554 eV
* 2S+1: 2
* <S²>: 0.754

Each line ends with the Löwdin spin population.
Positions of all 74 atoms, in Å:
1 C -2.52 2.53 -1.88  0.00
2 C -1.98 1.44 -0.96  0.03
3 C -0.66 2.00 -0.42  0.00
4 C -3.01 1.22 0.14  0.02
5 C -2.77 0.01 1.03  0.00
6 Cl -4.35 -0.28 1.88  0.00
7 C -1.70 0.25 2.06  0.00
8 C -1.59 -0.78 3.16  0.00
9 C -1.15 -0.25 4.52  0.00
10 Cl -1.91 1.27 5.02  0.00
11 C -2.48 -1.24 0.19  0.02
12 C -1.51 -1.07 -0.97  0.02
13 C -1.72 -2.28 -1.89  0.00
14 C -0.03 -1.10 -0.55  0.00
15 N -1.80 0.18 -1.74  0.38
16 O -2.68 0.03 -2.67  0.53
17 H -3.56 2.39 -2.08  0.00
18 H -2.42 3.47 -1.36  0.00
19 H -1.96 2.56 -2.80  0.00
20 H -0.13 2.53 -1.19  0.00
21 H -0.02 1.28 0.05  0.00
22 H -0.91 2.74 0.33  0.00
23 H -3.10 2.10 0.75  0.00
24 H -3.97 1.08 -0.34  0.00
25 H -1.82 1.25 2.45  0.00
26 H -0.77 0.25 1.52  0.00
27 H -0.82 -1.49 2.89  0.00
28 H -2.51 -1.34 3.27  0.00
29 H -0.08 -0.13 4.55  0.00
30 H -1.41 -0.98 5.27  0.00
31 H -3.41 -1.67 -0.16  0.00
32 H -2.05 -1.98 0.85  0.00
33 H -1.31 -3.12 -1.36  0.00
34 H -2.76 -2.49 -2.03  0.00
35 H -1.22 -2.11 -2.83  0.00
36 H 0.50 -0.22 -0.88  0.00
37 H 0.47 -1.93 -1.01  0.00
38 H 0.10 -1.22 0.52  0.00
39 C 1.95 3.02 1.59  0.00
40 C 1.03 2.40 2.61  0.00
41 O 1.48 1.09 2.96  0.00
42 H 2.01 2.38 0.71  0.00
43 H 1.61 4.01 1.28  0.00
44 H 2.96 3.12 2.00  0.00
45 H 0.04 2.27 2.18  0.00
46 H 0.93 3.01 3.51  0.00
47 H 2.35 1.17 3.36  0.00
48 C 0.17 -6.75 0.47  0.00
49 C -0.45 -5.37 0.41  0.00
50 O -1.44 -5.26 -0.62  0.00
51 H 0.61 -7.01 -0.50  0.00
52 H 0.94 -6.81 1.24  0.00
53 H -0.60 -7.50 0.69  0.00
54 H 0.31 -4.62 0.17  0.00
55 H -0.89 -5.10 1.38  0.00
56 H -2.14 -5.90 -0.42  0.00
57 C 1.96 2.73 -4.62  0.00
58 C 1.81 3.64 -3.41  0.00
59 O 2.13 2.97 -2.19  0.00
60 H 1.32 1.86 -4.51  0.00
61 H 1.69 3.25 -5.54  0.00
62 H 2.99 2.37 -4.71  0.00
63 H 0.78 3.98 -3.31  0.00
64 H 2.45 4.52 -3.52  0.00
65 H 3.04 2.66 -2.24  0.00
66 C 4.68 0.72 -0.23  0.00
67 C 3.73 -0.40 -0.63  0.00
68 O 2.99 -0.90 0.48  0.00
69 H 5.37 0.37 0.55  0.00
70 H 5.27 1.08 -1.07  0.00
71 H 4.12 1.56 0.19  0.00
72 H 4.29 -1.25 -1.03  0.00
73 H 3.04 -0.06 -1.41  0.00
74 H 2.47 -0.17 0.85  0.00

Here is C20H46DyP4Se as an isolated structure at a distorted geometry from the OMol25 dataset. Energies are from the ωB97M-V functional and the def2-TZVPD basis.

Calculated values
* net charge: +3
* 2S+1: 6
* <S²>: 9.355
* ΔE to the lowest compared entry with this formula, charge and spin: 0.0 kcal/mol

Each line ends with the Löwdin spin population.
Positions of all 72 atoms, in Å:
1 Dy -0.28 -1.83 -1.13  4.98
2 P 0.14 1.45 1.21  0.04
3 P -2.76 0.16 -0.47  0.01
4 P 2.34 -0.66 -0.80  0.00
5 H -1.61 -3.24 -4.94  0.00
6 C -0.74 -3.61 -4.39  0.00
7 C -0.58 -3.35 -3.04  -0.02
8 H -1.60 -3.13 -2.54  -0.01
9 C 0.14 3.07 0.37  0.01
10 C -1.17 1.73 2.46  0.00
11 C 1.66 1.64 2.24  0.00
12 C -3.54 -0.70 -1.92  0.00
13 C -4.18 -0.07 0.73  0.00
14 C -3.27 1.88 -0.98  0.00
15 C 3.02 -1.64 -2.23  0.00
16 C 3.58 -1.18 0.49  0.00
17 C 3.15 0.93 -1.27  0.00
18 H -0.11 -4.34 -4.95  0.00
19 H 0.24 -3.90 -2.56  0.00
20 H 0.26 3.86 1.14  0.00
21 H -0.80 3.25 -0.17  0.00
22 H 0.96 3.15 -0.36  0.00
23 H -0.95 2.65 3.03  0.00
24 H -1.22 0.89 3.16  0.00
25 H -2.16 1.82 2.00  0.00
26 H 1.60 2.59 2.78  0.00
27 H 2.55 1.63 1.62  0.00
28 H 1.74 0.82 2.96  0.00
29 H -4.61 -0.47 -1.90  0.00
30 H -3.40 -1.79 -1.84  0.00
31 H -3.10 -0.33 -2.87  0.00
32 H -5.11 0.30 0.27  0.00
33 H -3.99 0.50 1.64  0.00
34 H -4.30 -1.13 0.98  0.00
35 H -4.37 1.92 -1.12  0.00
36 H -2.78 2.18 -1.93  0.00
37 H -3.00 2.61 -0.20  0.00
38 H 4.10 -1.45 -2.17  0.00
39 H 2.61 -1.30 -3.20  0.00
40 H 2.82 -2.72 -2.11  0.00
41 H 4.55 -1.31 0.00  0.00
42 H 3.27 -2.12 0.95  0.00
43 H 3.66 -0.40 1.26  0.00
44 H 4.13 0.69 -1.71  0.00
45 H 3.33 1.57 -0.39  0.00
46 H 2.56 1.49 -2.00  0.00
47 C -0.18 0.63 -4.85  0.00
48 C -0.80 -0.45 -5.39  0.00
49 C -0.35 -0.96 -6.64  0.00
50 C 0.68 -0.32 -7.31  0.00
51 C 1.23 0.85 -6.79  0.00
52 C 0.87 1.28 -5.53  0.00
53 Se -0.18 0.95 -2.66  -0.02
54 H 0.74 -0.27 -2.85  0.00
55 H -1.61 -0.93 -4.85  0.00
56 H -0.67 -1.94 -6.97  0.00
57 H 1.05 -0.68 -8.26  0.00
58 H 1.97 1.41 -7.32  0.00
59 H 1.33 2.08 -4.93  0.00
60 C -1.60 -2.41 2.18  0.00
61 P 0.09 -2.15 1.62  -0.01
62 C 0.94 -1.82 3.17  0.00
63 C 0.62 -3.88 1.38  0.00
64 H -2.00 -1.50 2.58  0.00
65 H -1.59 -3.18 2.91  0.00
66 H -2.22 -2.73 1.36  0.00
67 H 0.83 -2.73 3.80  0.00
68 H 0.45 -1.00 3.70  0.00
69 H 2.00 -1.60 3.06  0.00
70 H 0.47 -4.38 2.34  0.00
71 H 0.00 -4.38 0.62  0.00
72 H 1.67 -3.94 1.09  0.00

Here is a 5-piece molecular cluster, C20H46INO11 overall from the OMol25 dataset. Energies are from the ωB97M-V functional and the def2-TZVPD basis.

Calculated values
* SMILES string: [H]/N=C(/C)COC(=O)OI.COCCOC.COCCOC.COCCOC.COCCOC
* ΔE to the lowest compared entry with this formula, charge and spin: 0.0 kcal/mol

Each line ends with the Mulliken charge.
Positions of all 79 atoms, in Å:
1 C 5.08 -2.05 -4.24  -1.18
2 C 4.37 -0.74 -4.07  0.77
3 N 4.65 0.23 -4.83  -0.73
4 C 3.33 -0.64 -2.96  -0.89
5 O 1.97 -0.61 -3.42  -0.01
6 C 1.56 -1.52 -4.33  0.82
7 O 1.83 -1.52 -5.49  -0.51
8 O 0.72 -2.45 -3.83  -0.54
9 I 0.57 -2.78 -1.87  0.25
10 H 6.05 -1.88 -4.72  0.39
11 H 5.23 -2.56 -3.29  0.31
12 H 4.49 -2.71 -4.88  0.25
13 H 4.07 1.04 -4.62  0.27
14 H 3.46 -1.46 -2.25  0.41
15 H 3.47 0.29 -2.42  0.35
16 C -5.28 -2.07 -0.25  -0.67
17 O -5.43 -3.15 -1.15  -0.41
18 C -4.25 -3.47 -1.86  0.11
19 C -3.51 -4.65 -1.25  -0.66
20 O -3.03 -4.37 0.05  -0.31
21 C -3.87 -4.86 1.09  -0.78
22 H -6.14 -2.09 0.43  0.26
23 H -4.36 -2.15 0.34  0.34
24 H -5.29 -1.11 -0.78  0.26
25 H -3.58 -2.60 -1.92  -0.13
26 H -4.54 -3.74 -2.88  0.40
27 H -2.65 -4.88 -1.88  0.42
28 H -4.16 -5.53 -1.24  0.33
29 H -3.73 -5.94 1.22  0.31
30 H -4.92 -4.66 0.89  0.34
31 H -3.58 -4.36 2.01  0.23
32 C 3.45 1.82 2.92  -0.83
33 O 2.29 2.51 2.49  -0.21
34 C 2.51 3.38 1.39  -0.63
35 C 2.09 2.76 0.07  -0.55
36 O 2.86 1.61 -0.25  -0.35
37 C 2.23 0.39 0.08  -0.54
38 H 3.12 0.99 3.55  0.19
39 H 4.01 1.42 2.07  0.42
40 H 4.10 2.47 3.51  0.31
41 H 3.56 3.68 1.34  0.36
42 H 1.91 4.28 1.55  0.39
43 H 2.24 3.49 -0.73  0.40
44 H 1.03 2.50 0.10  0.32
45 H 1.45 0.15 -0.66  0.05
46 H 1.79 0.41 1.07  0.43
47 H 3.00 -0.39 0.04  0.23
48 C 2.10 2.35 8.63  -0.74
49 O 2.08 1.16 7.86  -0.39
50 C 0.78 0.61 7.70  -0.48
51 C 0.15 0.99 6.37  -0.30
52 O -0.08 2.38 6.25  -0.41
53 C 0.93 3.06 5.52  -0.64
54 H 3.07 2.82 8.46  0.25
55 H 1.31 3.04 8.33  0.33
56 H 2.00 2.12 9.69  0.32
57 H 0.13 0.92 8.52  0.31
58 H 0.88 -0.48 7.74  0.38
59 H -0.82 0.48 6.29  0.39
60 H 0.78 0.63 5.55  0.13
61 H 0.83 2.88 4.45  0.25
62 H 1.93 2.76 5.84  0.31
63 H 0.80 4.12 5.72  0.31
64 C -3.53 2.21 -5.48  -0.70
65 O -2.91 0.95 -5.62  -0.41
66 C -1.56 0.92 -5.20  -0.60
67 C -1.41 0.37 -3.80  0.50
68 O -2.03 1.18 -2.82  -0.44
69 C -3.30 0.72 -2.42  -0.91
70 H -4.60 2.06 -5.57  0.24
71 H -3.31 2.67 -4.51  0.30
72 H -3.21 2.90 -6.28  0.32
73 H -1.12 1.92 -5.26  0.35
74 H -1.01 0.27 -5.89  0.37
75 H -0.34 0.34 -3.55  -0.24
76 H -1.80 -0.65 -3.75  0.17
77 H -3.20 -0.13 -1.73  0.32
78 H -3.91 0.42 -3.27  0.41
79 H -3.80 1.53 -1.89  0.33

Here is a 3-piece molecular cluster, C20H46NO10P2S overall at a distorted geometry from the OMol25 dataset. Energies are from the ωB97M-V functional and the def2-TZVPD basis.

Calculated values
* net charge: -1
* ΔE to the lowest compared entry with this formula, charge and spin: 69.5 kcal/mol

Each line ends with the Mulliken charge.
Positions of all 80 atoms, in Å:
1 C 1.70 1.83 3.41  -0.71
2 C 2.36 1.68 1.94  -0.40
3 C 1.29 0.98 0.93  0.01
4 C 0.18 2.10 0.62  0.23
5 C -0.76 1.78 -0.66  -0.44
6 C -0.45 2.97 -1.73  -0.99
7 N 0.94 2.73 -2.19  0.05
8 C 1.67 3.96 -2.58  -0.07
9 S 3.42 3.48 -3.12  -0.26
10 C 1.90 4.99 -1.33  0.43
11 O 1.16 6.03 -1.26  -0.72
12 O 2.87 4.71 -0.39  -0.72
13 H 1.92 0.83 3.96  0.27
14 H 0.57 1.91 3.36  -0.03
15 H 2.20 2.72 3.94  0.31
16 H 2.60 2.75 1.59  0.26
17 H 3.35 1.11 1.99  0.25
18 H 0.85 0.10 1.53  0.23
19 H 1.83 0.58 -0.02  -0.08
20 H 0.74 3.10 0.45  0.05
21 H -0.51 2.31 1.52  -0.34
22 H -0.52 0.76 -1.15  0.25
23 H -1.87 1.82 -0.38  0.18
24 H -1.25 2.98 -2.56  0.36
25 H -0.59 3.95 -1.14  0.34
26 H 0.84 2.11 -3.02  0.18
27 H 1.21 4.48 -3.50  0.31
28 H 3.46 2.11 -3.29  0.02
29 O -3.09 0.02 2.79  -0.66
30 P -4.44 -0.09 3.51  1.10
31 O -5.35 -0.44 2.17  -0.36
32 C -5.29 -1.76 1.65  -0.31
33 C -6.14 -2.71 2.48  -0.96
34 O -4.74 1.54 3.55  -0.36
35 C -3.66 2.47 3.67  -0.42
36 C -3.32 3.06 2.31  -0.99
37 O -5.88 -0.26 4.43  -0.29
38 C -5.74 -0.24 5.85  -0.38
39 C -5.64 1.17 6.39  -0.93
40 H -4.25 -2.11 1.61  0.26
41 H -5.67 -1.72 0.63  0.34
42 H -5.72 -2.84 3.48  0.23
43 H -6.20 -3.69 2.00  0.41
44 H -7.15 -2.31 2.60  0.23
45 H -2.79 2.00 4.13  0.41
46 H -3.98 3.27 4.33  0.38
47 H -3.12 2.28 1.57  -0.01
48 H -2.44 3.70 2.38  0.42
49 H -4.15 3.65 1.93  0.40
50 H -4.86 -0.84 6.15  0.32
51 H -6.62 -0.73 6.27  0.33
52 H -4.65 1.59 6.20  0.18
53 H -5.80 1.18 7.47  0.41
54 H -6.38 1.83 5.92  0.27
55 O 2.60 -1.40 -3.09  -0.64
56 P 3.33 -2.57 -3.75  1.06
57 O 2.07 -3.64 -3.71  -0.35
58 C 1.03 -3.48 -4.66  -0.29
59 C 1.44 -4.03 -6.01  -0.97
60 O 4.10 -3.09 -2.37  -0.38
61 C 4.50 -2.15 -1.37  -0.38
62 C 3.50 -2.14 -0.23  -1.15
63 O 4.22 -3.78 -4.57  -0.28
64 C 5.49 -3.40 -5.10  -0.36
65 C 6.58 -3.41 -4.04  -0.93
66 H 0.73 -2.43 -4.74  0.24
67 H 0.17 -4.04 -4.29  0.34
68 H 2.24 -3.43 -6.45  0.23
69 H 0.60 -4.04 -6.71  0.41
70 H 1.82 -5.05 -5.92  0.23
71 H 4.63 -1.15 -1.80  0.39
72 H 5.47 -2.46 -1.00  0.39
73 H 2.48 -1.96 -0.58  0.27
74 H 3.75 -1.36 0.49  0.29
75 H 3.49 -3.10 0.28  0.38
76 H 5.41 -2.41 -5.57  0.32
77 H 5.74 -4.12 -5.88  0.33
78 H 6.49 -2.55 -3.38  0.18
79 H 7.57 -3.38 -4.50  0.41
80 H 6.51 -4.31 -3.42  0.26